(1)
{"formula": "C7H15NO7", "method": "ωB97M-V/def2-TZVPD", "species": ["H", "H", "O", "H", "H", "C", "H", "H", "H", "O", "H", "C", "O", "H", "C", "H", "C", "O", "O", "C", "H", "O", "H", "O", "H", "N", "C", "H", "H", "C"], "coordinates": [[-3.208, 0.736, 0.802], [0.149, -2.060, -1.162], [-3.056, 1.051, -1.240], [-0.294, -2.625, 0.472], [1.552, -4.584, 0.505], [0.293, -0.530, 0.364], [1.743, -4.189, -1.219], [2.146, -2.253, 1.121], [3.145, -4.149, -0.122], [3.637, 1.563, -0.380], [-0.759, 2.190, -0.222], [-1.224, 1.363, 0.336], [1.519, 0.051, 0.072], [-2.525, 0.256, -1.438], [2.077, -3.948, -0.208], [-2.817, 3.532, -0.325], [1.842, -2.481, 0.093], [1.493, 1.358, 1.020], [2.459, 2.785, -1.840], [0.416, -2.002, -0.098], [-4.384, 2.838, 0.153], [1.418, 2.429, 0.237], [0.144, -0.555, 1.460], [-0.801, 0.101, -0.240], [2.476, -1.872, -0.560], [2.711, 2.194, -0.815], [-3.306, 2.813, 0.343], [-3.132, 3.133, 1.378], [-0.989, 1.415, 1.413], [-2.727, 1.438, 0.100]], "e_above_lowest_kcal_mol": 187.85, "gap_ev": 9.16, "total_charge": 0, "smiles": "CCC[C@H](OC[C@@H](C)O)OOO[N+](=O)[O-]", "e_homo_ev": -10.04}

(2)
{"formula": "C4H9N", "method": "ωB97M-V/def2-TZVPD", "species": ["C", "H", "H", "C", "H", "H", "N", "C", "H", "H", "H", "H", "H", "C"], "coordinates": [[-0.762, -0.066, 1.173], [1.363, 1.214, 0.350], [1.219, -0.834, -1.673], [0.927, 0.814, -0.571], [0.902, 1.503, -1.425], [2.614, -0.301, -1.185], [1.658, -0.412, -0.860], [-1.296, -1.320, 1.275], [-2.346, -1.459, 1.518], [-0.978, 0.656, 1.989], [-0.993, 1.615, -0.188], [-0.757, -2.184, 0.874], [-0.976, 0.161, -1.099], [-0.576, 0.612, -0.178]], "e_above_lowest_kcal_mol": 68.17, "gap_ev": 8.48, "total_charge": 0, "smiles": "C=CCCN", "e_homo_ev": -7.99}

(3)
{"formula": "CH4N3O2", "method": "ωB97M-V/def2-TZVPD", "species": ["H", "N", "O", "H", "C", "O", "N", "H", "N", "H"], "coordinates": [[1.909, -1.214, -1.663], [0.842, -1.622, -1.622], [1.216, 0.735, 1.632], [-0.841, -0.208, 1.062], [-1.208, 0.720, 0.604], [0.865, -2.853, -1.610], [1.031, 1.296, 0.510], [-1.763, 1.350, 1.324], [-0.038, 1.255, -0.088], [-2.012, 0.541, -0.150]], "e_above_lowest_kcal_mol": 104.16, "gap_ev": 5.18, "total_charge": -1, "e_homo_ev": -2.33}

(4)
{"formula": "C4H9NO3", "method": "ωB97M-V/def2-TZVPD", "species": ["H", "H", "C", "H", "H", "N", "H", "C", "H", "O", "O", "C", "H", "H", "H", "C", "O"], "coordinates": [[2.106, 1.359, -0.153], [-1.254, -0.995, -0.332], [0.378, 0.404, 0.034], [1.039, -0.903, 1.718], [-2.133, -0.462, -3.314], [1.659, 0.446, -0.280], [0.058, -1.090, -2.987], [-0.363, -0.403, -2.256], [-0.248, 1.301, -0.124], [-0.843, -0.446, 2.004], [0.891, 0.934, 2.484], [0.288, -0.101, 1.681], [0.365, -1.635, -0.597], [0.232, 0.523, -2.250], [1.565, 1.327, 1.912], [-0.278, -0.767, -0.748], [-1.727, -0.111, -2.519]], "e_above_lowest_kcal_mol": 133.15, "gap_ev": 7.68, "total_charge": 0, "e_homo_ev": -10.01}

| no. | molar mass (Da) |
| --- | --- |
| 1 | 225.197 |
| 2 | 71.123 |
| 3 | 90.062 |
| 4 | 119.120 |